No. 1
53
Properties=species:S:1:pos:R:3:mulliken_charge:R:1 method="wB97M-V/def2-TZVPD" gap_ev=9.549 lumo_ha=0.02976 homo_energy_ev=-8.740
C -0.93547 -0.81977 1.41908 -1.11
N -0.49267 -0.66467 0.05093 0.30
C -1.11337 0.13705 -0.84963 0.75
O -0.68545 0.29979 -1.97830 -0.69
C -2.41247 0.79325 -0.41560 -0.78
C -3.59028 -0.13485 -0.76190 -0.89
C -4.88219 0.47231 -0.30226 0.32
C -5.68758 1.22314 -1.14813 -0.36
C -6.85901 1.80281 -0.69265 -0.69
C -7.25042 1.64350 0.62578 -0.35
C -6.46635 0.90288 1.49320 -0.71
C -5.30087 0.33721 1.01580 0.55
F -4.53413 -0.38442 1.87244 -0.30
C 0.76596 -1.27950 -0.34062 -0.42
C 0.72169 -2.80744 -0.31980 -0.72
C 2.06561 -3.32733 -0.82005 -0.72
C 3.20483 -2.74327 0.01111 -0.81
N 3.17549 -1.29582 -0.06266 0.43
C 4.34163 -0.67548 0.53662 -0.96
C 4.45191 0.77170 0.13800 0.21
C 4.02321 1.20878 -1.10963 -0.07
C 4.13275 2.53814 -1.47472 -0.79
C 4.68213 3.46039 -0.59906 -0.36
C 5.12140 3.05074 0.64721 -0.60
C 4.99781 1.71833 0.99374 0.44
F 5.42677 1.33148 2.22080 -0.34
C 1.94259 -0.78398 0.50438 -0.96
H -0.73245 0.07847 2.01055 0.30
H -0.40055 -1.65029 1.87153 0.47
H -1.99941 -1.04368 1.47354 0.32
H -2.51609 1.71737 -0.98689 0.37
H -2.41612 1.03658 0.64512 0.33
H -3.44794 -1.10514 -0.28094 0.33
H -3.60918 -0.28758 -1.84161 0.49
H -5.38692 1.34867 -2.17763 0.38
H -7.46991 2.37989 -1.37000 0.39
H -8.16472 2.09285 0.98145 0.37
H -6.74391 0.76014 2.52570 0.44
H 0.93805 -0.95420 -1.37204 0.17
H 0.54724 -3.17534 0.69429 0.32
H -0.08915 -3.16476 -0.95634 0.33
H 2.09594 -4.41672 -0.76539 0.44
H 2.20261 -3.02929 -1.86007 0.34
H 4.16203 -3.08947 -0.38670 0.41
H 3.12092 -3.09850 1.05602 0.37
H 5.22960 -1.20248 0.16954 0.49
H 4.33890 -0.75911 1.63800 0.34
H 3.59019 0.48483 -1.78146 0.38
H 3.78712 2.85613 -2.44636 0.40
H 4.76914 4.49811 -0.88259 0.38
H 5.55309 3.74396 1.35199 0.44
H 1.97093 0.30800 0.47886 0.46
H 1.82709 -1.10337 1.55734 0.16

No. 2
57
Properties=species:S:1:pos:R:3:mulliken_charge:R:1 method="wB97M-V/def2-TZVPD" gap_ev="5.930 / 6.286" multiplicity=3 s2=2.023 lumo_ha="-0.28627 / -0.28678" e_above_lowest_ev=1.2344 homo_energy_ev="-13.720 / -14.090" total_charge=+2
Mo -0.05786 -0.22528 0.19038 -0.07
C -1.64092 3.13312 0.74770 -0.91
C -0.91189 2.62117 -0.31323 0.01
C -1.36716 1.49070 -0.99869 -1.06
C -2.53475 0.84290 -0.56522 0.22
C -3.27490 1.37393 0.48928 -0.85
C -2.83518 2.52420 1.13079 -0.19
H -1.29976 4.02999 1.25540 0.47
H -0.02560 3.12858 -0.66331 0.55
H -0.99375 1.29058 -1.98300 0.79
H -2.94362 0.03558 -1.15448 0.53
H -4.22392 0.92097 0.76493 0.58
H -3.43541 2.96295 1.92520 0.44
N 1.61057 -2.85396 -2.81941 -0.35
C 1.14670 -2.35857 -1.68151 0.71
S -0.47914 -1.63898 -1.69210 -0.35
N 1.89220 -2.42579 -0.60091 -1.52
N 1.18272 -1.88422 0.43156 1.17
C 1.26544 -2.39970 1.57529 -0.86
C 0.18724 -1.98665 2.48526 0.87
C 0.00233 -2.53982 3.71950 -0.87
C -1.18845 -2.30878 4.39704 -0.45
C -2.16475 -1.53729 3.79792 -0.84
C -1.90402 -0.96706 2.57517 0.01
N -0.73617 -1.15359 1.92930 0.33
H 1.03645 -2.88770 -3.64069 0.23
H 2.49928 -3.32991 -2.82642 0.27
H 1.96292 -3.20530 1.77300 0.48
H 0.77930 -3.18183 4.12673 0.51
H -1.36096 -2.74914 5.37469 0.47
H -3.12608 -1.37026 4.27180 0.47
H -2.62218 -0.33929 2.09653 0.23
C 2.38834 3.16323 2.14551 -1.13
Si 1.81355 1.44606 2.43414 0.10
C 0.24096 1.52331 3.40116 -0.82
C 2.98852 0.37935 3.38179 -1.28
N 1.56646 0.75114 0.74007 1.05
C 2.68699 0.90133 -0.14325 0.95
C 4.02086 1.08887 0.23121 -0.58
C 5.00198 1.24948 -0.73523 -1.06
C 4.68129 1.20719 -2.09114 -0.54
C 3.36321 0.99957 -2.48331 -1.09
C 2.44342 0.85774 -1.48983 0.47
F 1.13716 0.62590 -1.77805 -0.03
H 2.10476 3.78349 3.01034 0.44
H 1.93243 3.59704 1.24582 0.29
H 3.47725 3.22450 2.03216 0.37
H 0.35676 2.38511 4.08682 0.50
H 0.10561 0.63282 4.02717 0.27
H -0.66668 1.70511 2.82862 0.04
H 2.61421 0.23933 4.40724 0.42
H 3.98718 0.83210 3.46201 0.50
H 3.10968 -0.60545 2.91557 0.36
H 4.30516 1.09906 1.28222 0.31
H 6.03016 1.40391 -0.42401 0.46
H 5.45481 1.32397 -2.84318 0.42
H 3.05951 0.95121 -3.52767 0.53

No. 3
63
Properties=species:S:1:pos:R:3:mulliken_charge:R:1 method="wB97M-V/def2-TZVPD" gap_ev=8.080 lumo_ha=-0.22035 homo_energy_ev=-14.076 total_charge=+2
Hf -0.48675 0.31408 -0.06857 1.99
C -1.67539 4.80091 -1.41405 -1.57
C -1.30504 3.44777 -0.83707 0.79
O -2.02626 3.10615 0.34974 -0.29
P 0.38258 3.41921 -0.08248 0.62
O 1.36736 3.92219 -1.17041 -0.48
O 0.44593 4.48138 1.06237 -0.55
O 0.63584 2.02109 0.47548 -0.38
P -1.41781 1.98078 -2.00232 0.68
O -2.09252 2.49655 -3.29725 -0.50
O -0.01412 1.41480 -2.06902 -0.62
O -2.16859 0.88148 -1.19833 -0.70
H -1.57208 5.56984 -0.64805 0.44
H -2.71073 4.77681 -1.75875 0.48
H -1.04736 5.05936 -2.26517 0.42
H -2.95055 3.37709 0.28555 0.31
H 2.18104 4.38115 -0.90006 0.40
H 0.07776 4.17408 1.91020 0.31
H -2.24558 1.89499 -4.04810 0.42
S 2.88975 -3.04627 -4.65353 -0.16
C 2.20315 -2.22876 -3.28503 1.32
C 2.92213 -1.43392 -2.37945 -0.76
C 2.26572 -0.83677 -1.33135 -0.67
N 0.94985 -1.02152 -1.10213 -0.11
C 0.26162 -1.79853 -1.96832 -0.08
C 0.82264 -2.39027 -3.06571 -1.28
C 4.62449 -2.70405 -4.49822 0.11
C 5.48613 -3.67047 -4.00529 -0.04
C 6.83900 -3.35709 -3.92607 -0.37
N 7.34565 -2.18624 -4.29115 -0.53
C 6.50730 -1.27487 -4.77803 -0.33
C 5.14224 -1.48015 -4.90539 -0.08
H 3.98410 -1.27367 -2.49388 0.35
H 2.79711 -0.19528 -0.63904 0.54
H -0.79064 -1.96102 -1.74873 0.47
H 0.20719 -2.99586 -3.71543 0.48
H 5.12556 -4.64100 -3.69314 0.42
H 7.54373 -4.08803 -3.54721 0.38
H 6.94777 -0.33351 -5.08495 0.38
H 4.50507 -0.71261 -5.32371 0.43
C 0.03071 3.56688 4.65273 -1.42
C -0.17816 2.30868 3.86100 -0.21
C 0.88660 1.42860 3.64787 -0.81
C 0.71600 0.23916 2.96802 1.01
C 1.85490 -0.72159 2.80158 -1.80
C -0.57160 -0.06808 2.46069 0.27
C -1.67522 0.78791 2.68793 1.65
C -3.08842 0.39827 2.34189 -1.76
C -1.43860 1.98030 3.36945 -0.28
C -0.85943 -1.45871 1.92090 0.08
O -0.70037 -2.46528 2.52843 -0.50
O -1.27149 -1.38448 0.61835 -0.78
H 0.25504 3.32304 5.69245 0.43
H -0.85222 4.20368 4.64339 0.37
H 0.88773 4.13703 4.28578 0.41
H 1.86459 1.67147 4.04632 0.52
H 2.80836 -0.24619 3.02000 0.44
H 1.91153 -1.15054 1.79520 0.24
H 1.72483 -1.57415 3.47110 0.37
H -3.33781 -0.57042 2.77873 0.37
H -3.28048 0.31442 1.26967 0.28
H -3.77975 1.13613 2.74314 0.49
H -2.27286 2.63882 3.57892 0.42

No. 4
52
Properties=species:S:1:pos:R:3:mulliken_charge:R:1 method="wB97M-V/def2-TZVPD" gap_ev=8.364 lumo_ha=0.02664 e_above_lowest_ev=1.0712 homo_energy_ev=-7.639
C -2.05356 -5.41331 0.24196 -1.44
C -2.62266 -4.05092 0.60595 -0.30
O -2.06744 -3.10297 -0.28248 -0.39
C -2.45181 -1.80340 -0.18780 0.70
C -1.88556 -0.93285 -1.12291 -0.39
C -2.21914 0.40249 -1.12176 -0.29
C -3.11799 0.91253 -0.18772 0.54
C -3.41032 2.39018 -0.16536 -1.39
N -2.27841 3.12478 0.37129 -0.13
C -1.37137 3.73614 -0.42800 0.60
O -1.53129 3.86564 -1.62340 -0.65
C -0.14115 4.24717 0.30011 -0.93
C 1.00905 3.24463 0.14572 -0.38
C 0.74126 1.91553 0.86252 0.11
C 1.89391 0.98141 0.69688 0.01
C 2.87518 0.70063 1.60228 -0.68
N 3.77954 -0.18589 1.08210 0.27
C 4.93786 -0.70279 1.75033 -1.05
C 3.39059 -0.49434 -0.19094 -0.73
C 3.96872 -1.34265 -1.12852 -0.72
C 3.34608 -1.46126 -2.35189 -0.60
C 2.17687 -0.75330 -2.64524 -0.92
C 1.59992 0.08961 -1.72331 -0.11
C 2.20429 0.22636 -0.47422 1.08
C -3.66740 0.04849 0.74385 -0.93
C -3.34887 -1.30046 0.74758 -0.43
H -0.97057 -5.39598 0.32659 0.33
H -2.31582 -5.66178 -0.78266 0.33
H -2.45378 -6.17238 0.90813 0.42
H -2.36162 -3.79567 1.64300 0.37
H -3.71792 -4.06095 0.51212 0.38
H -1.18615 -1.33616 -1.83770 0.43
H -1.78843 1.07118 -1.85247 0.46
H -3.56303 2.76683 -1.17987 0.40
H -4.29451 2.60423 0.44172 0.43
H -2.03639 2.93901 1.33179 0.29
H -0.35652 4.41686 1.35673 0.36
H 0.15097 5.19273 -0.15870 0.38
H 1.92364 3.68606 0.54887 0.36
H 1.17040 3.05369 -0.91628 0.34
H 0.57622 2.10191 1.92762 0.52
H -0.15522 1.44795 0.44776 -0.52
H 2.99596 1.07007 2.60408 0.38
H 5.84789 -0.44003 1.20385 0.32
H 4.88442 -1.79210 1.83007 0.32
H 4.99587 -0.27987 2.75184 0.35
H 4.87354 -1.88984 -0.90775 0.42
H 3.76885 -2.11280 -3.10281 0.38
H 1.72455 -0.87363 -3.61897 0.44
H 0.70073 0.63777 -1.95814 0.54
H -4.36506 0.42459 1.47936 0.32
H -3.80434 -1.94311 1.48479 0.39